Molecular formula: C6H10O
Method: DFT, ωB97M-V with the def2-TZVPD basis set

```
! RIJCOSX wB97M-V def2-TZVPD def2/J DEFGRID3
* xyz 0 1
C 2.296 -0.993 -0.128
C 1.763 0.226 -0.337
C -0.289 -0.028 1.204
C -1.088 -0.710 0.143
C 0.619 0.764 0.293
C -2.273 -0.073 -0.471
O 0.152 1.993 -0.062
H 3.205 -1.297 -0.614
H 1.831 -1.705 0.529
H 2.278 0.914 -1.004
H -0.890 0.639 1.816
H 0.274 -0.716 1.834
H -0.619 -1.526 -0.380
H -2.717 0.659 0.200
H -3.019 -0.842 -0.690
H -2.047 0.426 -1.421
H 0.521 2.269 -0.912
*
```

Calculated values
Energy relative to the best compared isomer or geometry (same formula, charge and spin) (eV): 2.864
Largest force on an atom (eV Å⁻¹): 1.050
LUMO energy (alpha / beta) (hartree): 0.0220 / 0.0268
Electronic energy (Eh): -309.7371